This record from the OMol25 dataset describes a molecular structure, C33H38BrMnO2P. The level of theory is the ωB97M-V functional and the def2-TZVPD basis.

## Properties
Charge: 0
LUMO level (alpha / beta) (eV): 0.3575 / 0.3088
E_tot (eV): -149584.9441
Frontier orbital gap (alpha / beta) (eV): 7.628 / 7.876
2S+1: 6
HOMO energy (alpha / beta) (eV): -7.271 / -7.567

Geometry (Å):
Mn1 1.134 0.899 -0.195
C1 -0.663 -2.944 6.430
C2 -1.823 -2.558 5.506
C3 -2.733 -3.773 5.351
C4 -2.634 -1.429 6.154
C5 -1.273 -2.076 4.168
C6 -0.412 -0.984 4.128
C7 0.073 -0.536 2.921
Br1 1.240 0.981 2.981
C8 -0.245 -1.113 1.674
O1 0.237 -0.634 0.555
C9 -1.108 -2.235 1.717
C10 -1.589 -2.663 2.953
C11 -1.584 -3.036 0.495
C12 -1.008 -2.598 -0.854
C13 -3.113 -2.925 0.389
C14 -1.189 -4.510 0.681
H1 -1.044 -3.286 7.394
H2 -0.002 -2.098 6.617
H3 -0.064 -3.744 5.995
H4 -3.098 -4.086 6.330
H5 -2.206 -4.619 4.908
H6 -3.602 -3.549 4.731
H7 -3.025 -1.750 7.120
H8 -3.474 -1.138 5.522
H9 -2.021 -0.544 6.319
H10 -0.117 -0.473 5.033
H11 -2.257 -3.509 2.954
H12 -1.253 -1.566 -1.098
H13 -1.430 -3.247 -1.625
H14 0.076 -2.708 -0.874
H15 -3.410 -1.886 0.243
H16 -3.616 -3.294 1.281
H17 -3.473 -3.505 -0.462
H18 -0.106 -4.609 0.769
H19 -1.515 -5.094 -0.181
H20 -1.638 -4.954 1.568
C15 0.284 3.036 -7.418
C16 -0.395 1.873 -7.099
C17 -0.515 1.485 -5.773
C18 0.047 2.244 -4.751
C19 0.717 3.420 -5.087
C20 0.837 3.813 -6.407
P1 -0.135 1.595 -3.047
C21 1.562 0.898 -2.768
C22 2.750 1.610 -3.009
C23 3.981 0.998 -2.872
C24 4.066 -0.333 -2.467
C25 2.914 -1.045 -2.198
C26 1.668 -0.436 -2.359
C27 -0.071 3.069 -1.967
C28 -0.630 4.283 -2.353
C29 -0.705 5.326 -1.441
C30 -0.245 5.140 -0.147
C31 0.283 3.912 0.232
C32 0.392 2.835 -0.655
H21 0.378 3.345 -8.451
H22 -0.838 1.267 -7.879
H23 -1.056 0.579 -5.524
H24 1.128 4.048 -4.307
H25 1.357 4.729 -6.654
H26 2.697 2.646 -3.315
H27 4.883 1.559 -3.081
H28 5.034 -0.803 -2.360
H29 2.960 -2.077 -1.873
H30 0.761 -1.005 -2.170
H31 -1.012 4.429 -3.356
H32 -1.133 6.273 -1.741
H33 -0.313 5.949 0.569
H34 0.609 3.795 1.262
C33 3.689 2.576 0.346
O2 3.208 1.223 0.334
H35 4.771 2.579 0.203
H36 3.424 3.069 1.282
H37 3.193 3.092 -0.472
H38 3.418 0.797 1.174

---

This record from the OMol25 dataset describes a molecular structure, C33H38CoFN5O5S. The level of theory is the ωB97M-V functional and the def2-TZVPD basis.

## Properties
Charge: +2
LUMO level (alpha / beta) (eV): -4.9781 / -4.9807
E_tot (eV): -103693.9980
Frontier orbital gap (alpha / beta) (eV): 7.576 / 7.583
2S+1: 4
HOMO energy (alpha / beta) (eV): -12.554 / -12.564

Geometry (Å):
Co1 -0.346 0.055 0.311
F1 5.977 -0.451 -2.425
C1 5.682 -0.185 -1.134
C2 4.365 -0.237 -0.775
C3 3.964 -0.008 0.543
C4 2.552 -0.107 0.908
O1 1.695 -0.319 0.008
C5 2.284 0.024 2.302
C6 3.309 0.259 3.171
N1 4.601 0.401 2.823
C7 5.594 0.550 3.868
C8 6.403 1.811 3.981
C9 5.336 1.508 4.987
C10 4.963 0.248 1.499
C11 6.303 0.311 1.103
C12 6.705 0.101 -0.208
N2 8.074 0.198 -0.540
C13 9.038 -0.509 0.297
C14 10.317 0.335 0.416
N3 10.425 1.217 -0.789
C15 10.012 0.466 -2.012
C16 8.499 0.214 -1.942
C17 0.889 -0.040 2.923
O2 0.784 0.157 4.114
O3 -0.061 -0.340 2.110
H1 3.626 -0.513 -1.516
H2 3.073 0.329 4.225
H3 6.081 -0.388 4.108
H4 6.214 2.610 3.277
H5 7.436 1.714 4.285
H6 4.434 2.104 4.951
H7 5.622 1.203 5.983
H8 7.045 0.539 1.854
H9 9.270 -1.494 -0.126
H10 8.630 -0.674 1.288
H11 11.194 -0.308 0.459
H12 10.309 0.969 1.300
H13 11.373 1.580 -0.878
H14 9.786 2.005 -0.674
H15 10.579 -0.462 -2.037
H16 10.261 1.042 -2.900
H17 8.290 -0.716 -2.474
H18 7.970 1.017 -2.452
O4 -2.074 0.047 -0.588
S1 -3.069 -0.864 -1.293
C18 -2.169 -2.462 -1.463
C19 -1.641 -2.546 -2.866
C20 -2.478 -2.966 -3.896
C21 -2.032 -2.963 -5.207
C22 -0.742 -2.540 -5.500
C23 0.098 -2.124 -4.479
C24 -0.351 -2.122 -3.166
C25 -4.301 -1.319 -0.014
C26 -3.790 -2.188 1.089
C27 -2.989 -1.643 2.091
C28 -2.567 -2.428 3.153
C29 -2.943 -3.761 3.222
C30 -3.722 -4.316 2.216
C31 -4.141 -3.534 1.151
H19 -2.841 -3.279 -1.210
H20 -1.371 -2.398 -0.723
H21 -3.486 -3.296 -3.669
H22 -2.691 -3.290 -6.000
H23 -0.394 -2.540 -6.524
H24 1.105 -1.801 -4.709
H25 0.303 -1.795 -2.363
H26 -5.110 -1.789 -0.576
H27 -4.644 -0.351 0.358
H28 -2.708 -0.597 2.048
H29 -1.964 -1.987 3.935
H30 -2.644 -4.365 4.068
H31 -4.021 -5.354 2.270
H32 -4.766 -3.971 0.380
C32 2.879 3.420 -1.705
N4 1.800 2.528 -1.331
C33 0.752 2.873 -0.561
N5 0.619 4.178 -0.232
O5 -0.080 2.044 -0.149
H33 3.649 2.843 -2.208
H34 3.320 3.902 -0.828
H35 2.540 4.195 -2.396
H36 1.914 1.536 -1.459
H37 1.081 4.895 -0.764
H38 -0.239 4.425 0.232

---

This record from the OMol25 dataset describes a molecular structure, C33H38CrN10PSSi. The level of theory is the ωB97M-V functional and the def2-TZVPD basis.

## Properties
Charge: +1
LUMO level (alpha / beta) (eV): -1.9419 / -2.4461
E_tot (eV): -106160.9519
ΔE to the lowest compared entry with this formula, charge and spin (kJ/mol): 0.0
Frontier orbital gap (alpha / beta) (eV): 5.938 / 7.481
2S+1: 5
HOMO energy (alpha / beta) (eV): -7.880 / -9.927

Geometry (Å):
Cr1 0.342 0.490 1.139
C1 -1.687 -4.793 1.082
N1 -0.766 -3.669 1.007
C2 0.583 -3.774 0.819
C3 1.063 -2.505 0.765
N2 0.022 -1.619 0.901
C4 -1.077 -2.349 1.042
P1 -2.818 -1.863 1.187
C5 -2.686 -0.130 1.701
N3 -1.702 0.747 1.546
C6 -2.178 1.958 1.976
C7 -3.462 1.809 2.394
N4 -3.770 0.486 2.227
C8 -5.076 -0.101 2.491
C9 -3.211 -1.586 -0.566
N5 -2.560 -0.780 -1.381
C10 -3.213 -0.852 -2.574
C11 -4.260 -1.729 -2.484
N6 -4.263 -2.186 -1.198
C12 -5.209 -3.138 -0.636
H1 -1.119 -5.686 1.328
H2 -2.425 -4.619 1.862
H3 -2.188 -4.945 0.126
H4 1.076 -4.728 0.748
H5 2.078 -2.176 0.644
H6 -1.563 2.837 1.937
H7 -4.171 2.513 2.791
H8 -5.582 0.506 3.237
H9 -5.678 -0.123 1.582
H10 -4.957 -1.109 2.879
H11 -2.899 -0.278 -3.430
H12 -4.993 -2.052 -3.203
H13 -5.954 -3.370 -1.392
H14 -4.708 -4.060 -0.345
H15 -5.711 -2.716 0.232
N7 2.439 -0.338 4.610
C13 1.750 0.194 5.715
C14 2.421 0.616 6.855
C15 1.702 1.120 7.928
C16 0.320 1.236 7.859
C17 -0.349 0.839 6.711
C18 0.363 0.295 5.652
S1 -0.399 -0.344 4.204
N8 0.750 0.222 3.064
C19 2.044 -0.064 3.318
C20 2.955 -0.021 2.246
C21 4.366 -0.117 2.358
C22 5.138 -0.076 1.234
C23 4.526 0.067 -0.030
C24 3.158 0.186 -0.082
N9 2.374 0.149 1.003
H16 3.421 -0.507 4.750
H17 3.502 0.549 6.902
H18 2.228 1.438 8.818
H19 -0.234 1.644 8.693
H20 -1.424 0.937 6.635
H21 4.837 -0.209 3.328
H22 6.215 -0.149 1.313
H23 5.104 0.093 -0.941
H24 2.651 0.299 -1.032
C25 3.231 3.527 1.927
Si1 1.360 3.640 1.900
C26 0.784 3.444 3.668
C27 0.819 5.318 1.274
N10 0.600 2.424 0.889
C28 0.817 2.286 -0.458
C29 1.801 2.949 -1.231
C30 2.060 2.557 -2.523
C31 1.400 1.468 -3.110
C32 0.416 0.825 -2.396
C33 0.093 1.254 -1.105
H25 3.627 4.326 2.559
H26 3.701 3.617 0.947
H27 3.552 2.577 2.361
H28 1.320 2.643 4.179
H29 -0.283 3.240 3.772
H30 0.995 4.376 4.199
H31 1.299 6.108 1.857
H32 -0.262 5.440 1.381
H33 1.063 5.485 0.224
H34 2.356 3.771 -0.801
H35 2.813 3.090 -3.090
H36 1.641 1.164 -4.120
H37 -0.152 0.015 -2.836
H38 -0.840 0.895 -0.671